[1]
DFT (ωB97M-V/def2-TZVPD) results for an isolated molecule of C5H8O at a distorted geometry.

```
14
Properties=species:S:1:pos:R:3:forces:R:3
C -1.83438 -0.29525 -0.37539 0.1 -0.2 0.0
C -1.42796 1.13664 -0.32599 0.2 0.2 0.0
C -0.54053 0.11436 0.34076 0.4 0.0 -0.1
C 0.73796 -0.44948 -0.24013 1.0 0.7 0.4
C 2.39827 -0.44835 0.41479 0.1 -0.2 1.3
O 1.36024 -1.34811 0.60188 0.1 -0.8 -0.1
H -1.72349 -0.82426 -1.31742 0.0 0.1 0.1
H -2.67423 -0.63124 0.23171 0.3 0.1 -0.1
H -1.99919 1.79926 0.32130 0.2 -0.1 -0.1
H -1.06204 1.59931 -1.23603 -0.1 -0.1 0.1
H -0.60318 0.05894 1.43018 0.2 0.1 -0.3
H 1.49142 -0.11062 -0.98727 -1.8 -0.4 -1.3
H 3.30093 -0.96338 0.04042 -0.5 0.6 -0.4
H 2.57616 0.36218 1.10119 -0.4 -0.1 0.5
```
Positions in Å, forces in eV/Å.

Calculated values
calculated total energy = -7357.121 eV
spin multiplicity = 1
energy relative to the best compared isomer or geometry (same formula, charge and spin) = 118.4 kcal/mol
structure (SMILES) = C1CC1[C@H]1CO1
HOMO-LUMO gap = 9.14 eV
highest occupied orbital energy = -7.9 eV



[2]
DFT (ωB97M-V/def2-TZVPD) results for a cluster of 2 separate species, C4H10N in total.

```
15
Properties=species:S:1:pos:R:3:forces:R:3
C -0.55076 0.60781 -1.00275 0.3 0.5 0.3
N -0.14644 1.20058 0.29558 -0.2 -0.1 0.2
C 0.13134 0.14011 1.27364 0.0 -0.2 -0.2
C 0.52495 -1.04865 0.40022 0.0 0.0 0.0
C -0.37512 -0.90212 -0.81977 -0.3 0.1 -0.3
H -1.56064 0.91004 -1.28344 -0.1 -0.2 0.1
H 0.11714 1.02079 -1.76028 0.0 -0.2 -0.1
H -0.80482 1.87537 0.66811 0.1 0.0 -0.2
H 1.82287 1.57904 -0.23370 0.1 0.1 0.0
H -0.74012 -0.12877 1.88162 -0.1 0.1 0.0
H 0.92985 0.45845 1.94291 0.0 0.0 0.0
H 1.56809 -0.97278 0.10564 0.2 0.1 0.0
H 0.39002 -2.01362 0.88576 0.0 0.0 0.1
H -1.34824 -1.36204 -0.64347 0.0 -0.1 0.1
H 0.04188 -1.36421 -1.71006 0.1 -0.1 -0.1
```
Positions in Å, forces in eV/Å.

Calculated values
calculated total energy = -5797.193 eV
spin multiplicity = 2
energy relative to the best compared isomer or geometry (same formula, charge and spin) = 20.3 kcal/mol
HOMO-LUMO gap (spin up / spin down) = 9.07 / 9.30 eV
highest occupied orbital energy (spin up / spin down) = -7.9 / -8.9 eV



[3]
DFT (ωB97M-V/def2-TZVPD) results for an isolated molecule of C2H4Cl2 at a distorted geometry.

```
8
Properties=species:S:1:pos:R:3:forces:R:3
Cl -9.53932 1.97547 39.65899 -0.1 -0.4 0.2
C -9.93910 3.46393 38.80146 1.2 0.2 -0.8
C -8.72411 4.43588 38.78804 -1.4 0.2 0.3
Cl -8.30581 4.86975 40.43244 0.3 0.3 1.1
H -10.83394 3.90096 39.24459 0.3 0.1 0.1
H -10.15246 3.17925 37.77115 -0.1 0.1 0.0
H -9.10090 5.37005 38.37154 0.3 -0.1 -0.5
H -7.77327 4.13035 38.35142 -0.6 -0.4 -0.4
```
Positions in Å, forces in eV/Å.

Calculated values
calculated total energy = -27183.725 eV
spin multiplicity = 1
energy relative to the best compared isomer or geometry (same formula, charge and spin) = 5.4 kcal/mol
structure (SMILES) = ClCCCl
HOMO-LUMO gap = 11.65 eV
highest occupied orbital energy = -10.7 eV



[4]
DFT (ωB97M-V/def2-TZVPD) results for a structure of composition C4H8N2 at a distorted geometry.

```
14
Properties=species:S:1:pos:R:3:forces:R:3
C 0.49650 -0.58645 0.51715 3.2 1.8 2.5
C -0.65532 -0.68541 -0.32949 -2.6 -2.0 -0.4
C -0.74529 0.16149 -1.56616 -0.4 -0.6 1.0
C -1.74670 0.42967 -0.37064 1.5 0.7 -0.2
H 2.50390 -0.30447 1.68733 -0.5 2.0 -1.0
H 2.13205 1.36478 1.85161 0.9 -0.3 -0.3
H 0.86947 -1.53779 1.38103 -1.0 2.9 -2.9
H -1.07452 -1.73735 -0.41155 0.6 1.4 0.1
H 0.18881 0.70329 -1.77214 -0.9 0.3 0.3
H -1.11535 -0.44007 -2.38548 -0.3 0.5 -0.3
H -1.48932 1.36548 0.32024 -0.9 -2.2 -1.7
H -2.80903 0.05726 -0.54766 1.6 0.9 0.5
N 2.29675 0.62782 1.14898 2.0 -0.7 3.1
N 1.14806 0.58176 0.47676 -3.2 -4.6 -0.6
```
Positions in Å, forces in eV/Å.

Calculated values
calculated total energy = -7254.161 eV
spin multiplicity = 1
energy relative to the best compared isomer or geometry (same formula, charge and spin) = 85.7 kcal/mol
HOMO-LUMO gap = 9.43 eV
highest occupied orbital energy = -8.3 eV



- What is the energy relative to the best compared isomer or geometry (same formula, charge and spin) in the first record?
  118.4 kcal/mol



- spin multiplicity of number 1 (C5H8O)?
  1